24
Properties=species:S:1:pos:R:3:lowdin_charge:R:1 method="wB97M-V/def2-TZVPD" e_lumo_ev=0.595 orbital_gap_ev=9.86 max_force_ev_per_a=6.40 multiplicity=1 relative_energy_kcal_mol=137.5 e_tot_ev=-20359.75498 charge=0
C -2.04500 -2.40220 -0.50965 -0.076
C 1.22035 -0.87406 1.42317 -0.158
C 1.60721 0.18659 -1.53332 -0.166
C 1.80206 2.34021 0.47476 -0.158
C -1.77986 -1.26179 -1.20162 -0.116
N -0.65741 0.51979 0.00217 -0.017
N -1.42380 0.95738 0.87621 -0.421
O -2.66440 0.50363 1.01109 0.151
O -1.29358 1.94567 1.58677 0.037
Si 1.02437 0.63504 0.25746 0.516
H -3.02606 -2.63808 -0.07772 0.049
H -1.18497 -3.14890 -0.41732 0.068
H -2.80350 -0.15572 0.44998 -0.012
H 0.85040 -0.62714 2.45750 0.045
H 0.76147 -1.82805 1.04214 0.039
H 2.31069 -0.95862 1.33459 0.015
H 0.72986 -0.00972 -2.11335 -0.018
H 2.22161 1.05300 -1.97933 0.058
H 2.10220 -0.77219 -1.61081 0.017
H 1.33637 3.11911 -0.02861 0.015
H 1.64638 2.76124 1.43107 0.015
H 2.79089 2.24912 0.09626 0.018
H -0.85575 -1.04250 -1.66975 0.012
H -2.66953 -0.55182 -1.30169 0.088